Entry 1:
{
  "formula": "H16O8",
  "method": "the ωB97M-V functional and the def2-TZVPD basis",
  "fmax_ev_per_a": 0.62,
  "total_charge": 0,
  "smiles": "O.O.O.O.O.O.O.O",
  "de_lowest_kcal_mol": 63.7,
  "homo_energy_ha": -0.408,
  "species": ["H", "H", "H", "H", "H", "H", "H", "H", "H", "H", "H", "H", "H", "H", "H", "H", "O", "O", "O", "O", "O", "O", "O", "O"],
  "coordinates": [[0.52, -0.14, 1.08], [-0.14, -1.16, 0.16], [-0.27, -1.89, -3.03], [-1.74, -1.55, -3.17], [-1.04, 5.10, 1.51], [-1.41, 3.63, 1.37], [-4.61, -1.56, -2.06], [-4.32, -3.05, -2.13], [2.35, 3.27, 1.01], [3.79, 3.12, 0.56], [3.64, -4.65, 0.10], [2.27, -4.75, 0.75], [1.20, 1.97, -1.93], [0.55, 1.08, -0.88], [0.10, 0.07, 3.26], [-0.97, 0.14, 2.18], [0.01, -0.21, 0.26], [-1.14, -2.12, -2.68], [-1.18, 4.30, 2.03], [-3.89, -2.20, -1.97], [3.25, 3.31, 1.33], [2.99, -5.29, 0.40], [0.70, 2.00, -1.10], [-0.65, 0.59, 2.97]]
}

***

Entry 2:
{
  "formula": "C3H12NO2",
  "method": "the ωB97M-V functional and the def2-TZVPD basis",
  "fmax_ev_per_a": 1.95,
  "total_charge": 1,
  "de_lowest_kcal_mol": 22.9,
  "homo_energy_ha": -0.512,
  "species": ["C", "C", "C", "O", "N", "H", "H", "H", "H", "H", "H", "H", "H", "H", "H", "H", "H", "O"],
  "coordinates": [[-1.04, -0.41, -0.91], [-0.38, 0.22, 0.28], [-1.26, 0.73, 1.46], [-0.45, 0.92, 2.60], [-0.01, -1.15, -1.78], [-1.69, -1.24, -0.61], [-1.62, 0.18, -1.62], [0.22, 1.08, -0.03], [0.32, -0.50, 0.70], [-2.00, -0.03, 1.70], [-1.81, 1.61, 1.14], [-0.25, 0.04, 2.91], [0.43, -1.92, -1.25], [-0.42, -1.60, -2.58], [0.88, -0.62, -1.91], [3.09, -0.11, -0.50], [2.67, 0.83, -1.60], [2.44, -0.04, -1.23]]
}

***

Entry 3:
{
  "formula": "C2H3NOS2",
  "method": "the ωB97M-V functional and the def2-TZVPD basis",
  "fmax_ev_per_a": 7.10,
  "total_charge": 0,
  "smiles": "C#[N+][S-].O=CS",
  "de_lowest_kcal_mol": 66.7,
  "homo_energy_ha": -0.319,
  "species": ["C", "C", "N", "O", "S", "S", "H", "H", "H"],
  "coordinates": [[2.15, 1.99, 0.50], [-0.95, -1.14, 0.04], [1.07, 2.28, 0.06], [0.11, -0.53, 0.18], [-0.39, 2.64, -0.48], [-2.54, -0.40, 0.14], [3.11, 1.86, 0.78], [-1.06, -2.14, -0.31], [-1.97, 0.71, 0.09]]
}

***

Entry 4:
{
  "formula": "C2H12O4",
  "method": "the ωB97M-V functional and the def2-TZVPD basis",
  "fmax_ev_per_a": 8.15,
  "total_charge": 0,
  "de_lowest_kcal_mol": 125.6,
  "homo_energy_ha": -0.304,
  "species": ["O", "H", "H", "O", "H", "H", "O", "H", "H", "C", "C", "O", "H", "H", "H", "H", "H", "H"],
  "coordinates": [[9.69, -17.91, -2.28], [10.61, -18.14, -2.40], [9.46, -18.28, -1.42], [9.44, -18.81, -0.48], [9.70, -18.28, 0.27], [8.94, -19.54, -0.10], [10.42, -18.03, 1.27], [10.97, -18.80, 1.15], [9.88, -18.23, 2.04], [10.08, -21.32, 1.08], [8.75, -20.57, 1.48], [8.01, -20.10, 0.41], [10.68, -21.50, 1.97], [10.68, -20.70, 0.42], [9.98, -22.28, 0.58], [8.92, -19.76, 2.18], [8.22, -21.35, 2.03], [7.47, -20.83, 0.10]]
}

***

Entry 5:
{
  "formula": "C14H19F16N2O3",
  "method": "the ωB97M-V functional and the def2-TZVPD basis",
  "fmax_ev_per_a": 2.30,
  "total_charge": 1,
  "homo_energy_ha": -0.503,
  "species": ["N", "N", "C", "C", "O", "C", "C", "H", "H", "H", "H", "H", "H", "H", "H", "H", "H", "H", "C", "C", "C", "F", "F", "F", "F", "O", "C", "C", "F", "F", "F", "F", "H", "H", "H", "H", "C", "C", "C", "F", "F", "F", "F", "O", "C", "C", "F", "F", "F", "F", "H", "H", "H", "H"],
  "coordinates": [[-0.43, -2.45, -1.46], [-1.49, -2.73, -0.55], [-2.70, -3.15, -1.35], [-2.31, -4.32, -2.29], [-1.36, -5.27, -1.85], [-0.75, -5.12, -0.59], [-1.21, -3.94, 0.32], [0.23, -1.84, -0.98], [-0.78, -1.91, -2.25], [-1.70, -1.92, 0.06], [-3.53, -3.37, -0.66], [-3.02, -2.29, -1.97], [-1.94, -3.88, -3.25], [-3.25, -4.86, -2.55], [-0.92, -6.05, -0.01], [0.35, -5.05, -0.71], [-0.47, -3.64, 1.08], [-2.17, -4.21, 0.79], [-1.67, 0.88, 4.74], [-0.89, 2.17, 5.05], [-1.34, 3.47, 4.38], [-1.23, 3.42, 3.03], [-0.56, 4.49, 4.79], [0.42, 1.95, 4.82], [-1.01, 2.38, 6.39], [-1.11, -0.04, 3.78], [-1.38, 0.08, 2.43], [-0.11, 0.31, 1.60], [0.50, 1.45, 1.94], [-0.44, 0.40, 0.28], [-2.32, 1.00, 2.21], [-1.92, -1.11, 2.03], [-1.66, 0.31, 5.67], [-2.73, 1.07, 4.55], [-2.38, 3.71, 4.63], [0.59, -0.51, 1.74], [1.97, 1.88, -1.31], [2.75, 3.21, -1.17], [2.31, 4.40, -2.03], [2.44, 4.17, -3.35], [3.08, 5.47, -1.75], [4.07, 2.97, -1.36], [2.61, 3.60, 0.12], [2.55, 0.84, -2.12], [2.29, 0.77, -3.49], [3.57, 0.89, -4.32], [4.18, 2.07, -4.12], [3.28, 0.81, -5.64], [1.36, 1.66, -3.85], [1.75, -0.45, -3.71], [1.98, 1.44, -0.31], [0.92, 2.04, -1.54], [1.27, 4.67, -1.82], [4.28, 0.10, -4.07]]
}

***

Entry 6:
{
  "formula": "C4H9NO",
  "method": "the ωB97M-V functional and the def2-TZVPD basis",
  "fmax_ev_per_a": 0.23,
  "total_charge": 0,
  "smiles": "C[NH+](C)/C=C/[O-]",
  "de_lowest_kcal_mol": 73.7,
  "homo_energy_ha": -0.264,
  "species": ["C", "N", "C", "C", "C", "O", "H", "H", "H", "H", "H", "H", "H", "H", "H"],
  "coordinates": [[-1.32, -0.99, -0.20], [-0.24, -0.07, 0.23], [-0.72, 1.34, 0.23], [0.99, -0.30, -0.56], [2.21, -0.20, 0.10], [3.34, -0.38, -0.34], [-1.51, -0.80, -1.26], [-2.23, -0.81, 0.38], [-0.96, -2.02, -0.07], [-1.64, 1.44, 0.81], [0.07, 1.96, 0.66], [-0.88, 1.64, -0.81], [0.82, -0.61, -1.58], [0.00, -0.30, 1.20], [2.08, 0.10, 1.19]]
}

***

Entry 7:
{
  "formula": "C4H3FO3",
  "method": "the ωB97M-V functional and the def2-TZVPD basis",
  "fmax_ev_per_a": 3.80,
  "total_charge": 0,
  "smiles": "O=C1C=C(F)[C@H](O)O1",
  "de_lowest_kcal_mol": 13.2,
  "homo_energy_ha": -0.404,
  "species": ["C", "C", "C", "C", "O", "O", "O", "F", "H", "H", "H"],
  "coordinates": [[-0.89, -1.51, 0.27], [0.35, -1.06, 0.10], [-1.84, -0.37, 0.11], [0.30, 0.40, -0.19], [-3.01, -0.32, 0.20], [-1.07, 0.74, -0.16], [1.02, 1.17, 0.74], [1.49, -1.76, 0.04], [-1.55, -2.37, 0.45], [0.51, 0.54, -1.31], [0.39, 1.99, 0.63]]
}

***

Question: What is the formula in the third record?
Answer: C2H3NOS2